# 1
Computed, not measured: C4H6N2O in the gas phase, with ωB97M-V/def2-TZVPD.

The geometry in XYZ format:
```
13
Properties=species:S:1:pos:R:3:forces:R:3:lowdin_charge:R:1
N 1.364739 0.957291 -1.122730 -0.2 0.0 -0.2 0.10
C 0.313046 0.146603 -0.729482 0.2 0.0 -0.1 -0.35
C 0.103829 0.004754 0.770266 0.0 -0.3 -0.2 -0.37
O -0.004324 1.114701 1.613376 0.1 0.1 -0.2 0.02
N -1.067730 -0.819650 0.791815 0.0 0.0 -0.2 0.07
C -1.265929 -1.258387 -0.466216 -0.2 -0.1 0.1 -0.12
C -0.414704 -0.751974 -1.484376 0.0 0.2 0.5 -0.06
H 1.200348 1.946740 -0.966389 0.2 -0.1 0.1 0.10
H 1.602360 0.786382 -2.090968 -0.1 0.1 -0.1 0.09
H 0.864892 1.538018 1.615261 -0.2 0.0 0.1 0.10
H -1.580346 -1.061563 1.625556 0.1 0.0 -0.1 0.15
H -2.078691 -1.974169 -0.603644 0.1 0.2 0.0 0.11
H 0.962509 -0.628746 1.047531 0.0 0.1 0.2 0.17
```
Positions in Å, forces in eV/Å.

frontier orbital gap = 0.2801 Eh
structure (SMILES) = NC1=C=CN[C@@H]1O
energy = -340.6593 Eh
E_HOMO = -7.52 eV
relative energy (zero: lowest compared OMol25 entry of this formula, charge and spin) = 85.1 kcal/mol



# 2
Computed, not measured: a molecular structure, C47H34Cl5N7OP2PbS3Se2, with ωB97M-V/def2-TZVPD.

The geometry in XYZ format:
```
102
Properties=species:S:1:pos:R:3:forces:R:3:lowdin_charge:R:1
Pb -3.322780 -1.038418 -0.299096 -0.1 0.0 -0.1 0.99
N -5.403363 3.285054 0.181835 -0.2 0.0 0.0 0.04
C -4.719319 2.128586 -0.107894 0.1 0.1 -0.1 -0.90
S -5.256140 0.710513 0.711921 0.0 -0.1 0.0 0.46
N -3.768106 2.306346 -0.985776 0.0 -0.1 0.1 0.01
N -3.040170 1.209710 -1.328480 -0.1 0.0 0.0 -0.06
C -2.035212 1.442147 -2.090223 0.1 -0.1 0.0 -0.25
C -1.666948 2.821510 -2.515724 0.0 0.0 0.0 -0.20
C -2.353720 3.451433 -3.547935 0.0 0.0 0.0 -0.03
C -1.977240 4.719727 -3.958941 0.0 0.1 0.0 -0.10
C -0.922050 5.373020 -3.331646 0.0 0.0 0.0 -0.11
C -0.244989 4.751364 -2.292631 0.0 0.0 0.0 -0.08
C -0.612775 3.474715 -1.889996 0.0 0.0 0.0 -0.02
C -1.209432 0.316058 -2.586561 0.0 0.1 0.0 -0.26
C -0.232199 0.521833 -3.550029 0.0 0.0 0.0 0.00
C 0.474585 -0.574691 -4.028332 0.1 0.1 0.0 -0.05
C 0.217711 -1.828735 -3.518206 0.0 0.0 -0.1 -0.07
C -0.768480 -1.943643 -2.548283 -0.1 0.0 0.2 -0.14
N -1.470274 -0.907259 -2.111386 0.0 0.1 0.2 0.01
H -5.923259 3.277173 1.041522 0.0 0.0 0.0 0.06
H -4.916455 4.132672 -0.059977 0.0 0.0 0.0 0.08
H -3.193990 2.946548 -4.009528 0.0 0.0 0.0 0.11
H -2.516990 5.205807 -4.762569 0.0 0.0 0.0 0.09
H -0.635664 6.369167 -3.646939 0.0 0.0 0.0 0.09
H 0.563267 5.259448 -1.781753 0.0 0.0 0.0 0.09
H -0.103902 2.999081 -1.061075 0.0 0.0 0.0 0.09
H -0.047191 1.516202 -3.930458 0.0 0.0 0.0 0.11
H 1.227650 -0.440199 -4.795263 0.0 0.0 0.0 0.11
H 0.710161 -2.722520 -3.877041 0.0 0.0 0.0 0.05
H -0.995154 -2.906548 -2.102271 0.0 0.0 -0.1 0.11
Se 2.542273 4.469919 1.466867 0.0 0.0 -0.1 0.24
P 2.386172 2.498594 2.213730 0.0 0.0 -0.1 0.53
C 3.892506 1.552030 1.821430 0.0 -0.1 0.0 -0.34
C 4.596512 1.881545 0.665179 0.0 0.0 -0.1 -0.12
C 5.741752 1.182732 0.323762 0.0 0.0 -0.1 -0.09
C 6.200675 0.154093 1.135663 0.0 0.0 0.0 -0.09
C 5.521262 -0.159313 2.301785 0.0 0.0 0.0 -0.08
C 4.376273 0.544738 2.648391 0.0 -0.1 0.0 -0.10
C 2.289201 2.569404 4.029111 -0.2 -0.1 0.0 -0.36
C 1.020828 2.654348 4.599994 0.0 -0.1 0.0 -0.09
C 0.883376 2.830874 5.967503 0.0 0.0 0.1 -0.08
C 2.010476 2.932978 6.773303 -0.1 0.0 0.0 -0.10
C 3.274266 2.864193 6.205060 0.0 0.0 0.0 -0.09
C 3.414195 2.686645 4.836115 0.1 0.1 0.0 -0.09
C 0.893839 1.630557 1.662234 0.1 -0.1 -0.2 -0.44
C 0.337714 0.346327 1.429178 0.1 0.1 0.2 -0.43
N -0.943290 0.552062 1.048374 0.3 -0.1 0.0 -0.05
N -1.164591 1.850203 1.041376 -0.3 0.0 -0.1 -0.05
N -0.090140 2.513371 1.387919 0.0 0.1 0.3 -0.06
P 0.842277 -1.377867 1.507347 -0.1 0.0 0.1 0.54
Se -0.690257 -2.816895 1.698664 -0.1 0.0 0.0 0.25
C 1.892576 -1.552081 2.982618 0.1 0.0 -0.1 -0.36
C 1.537924 -0.876183 4.143112 0.0 0.0 0.1 -0.10
C 2.262249 -1.063090 5.311836 0.0 0.1 0.0 -0.08
C 3.337468 -1.938495 5.329080 0.0 -0.1 0.0 -0.09
C 3.673427 -2.643911 4.179394 0.0 0.0 0.1 -0.10
C 2.951873 -2.455438 3.012548 0.0 0.1 -0.1 -0.09
C 1.903270 -1.713410 0.072901 0.0 0.0 0.0 -0.34
C 2.406700 -0.691037 -0.719993 0.1 0.1 0.1 -0.08
C 3.239905 -0.990473 -1.788094 0.0 0.0 0.0 -0.09
C 3.563954 -2.306124 -2.075094 0.0 0.0 0.0 -0.09
C 3.027541 -3.334807 -1.312319 -0.1 0.0 0.0 -0.07
C 2.191292 -3.040787 -0.248658 0.0 0.0 0.0 -0.12
H 4.240244 2.700029 0.051727 0.0 0.0 0.0 0.06
H 6.272800 1.435493 -0.585234 0.0 0.0 0.0 0.10
H 7.086212 -0.403546 0.857685 0.0 0.0 0.0 0.10
H 5.873552 -0.954322 2.946268 0.0 0.0 0.0 0.10
H 3.871886 0.314787 3.576181 -0.1 -0.1 0.0 0.08
H 0.145566 2.581155 3.964856 0.0 0.0 0.0 0.10
H -0.105732 2.889843 6.403679 0.0 0.0 0.0 0.10
H 1.902832 3.065810 7.842805 0.0 0.0 0.0 0.09
H 4.155908 2.949161 6.827993 0.0 0.0 0.0 0.10
H 4.403257 2.652607 4.396731 0.0 0.0 0.0 0.11
H 0.692873 -0.200448 4.130203 0.0 0.0 0.0 0.11
H 1.992601 -0.509880 6.201593 0.0 0.0 0.0 0.10
H 3.909128 -2.077960 6.238090 0.0 0.0 0.0 0.10
H 4.502945 -3.339976 4.191889 0.0 0.0 0.0 0.10
H 3.226976 -2.995274 2.115785 0.0 0.0 0.0 0.10
H 2.126171 0.335029 -0.522131 0.0 0.1 0.0 0.10
H 3.613639 -0.189104 -2.411114 0.0 0.0 0.0 0.10
H 4.196035 -2.536046 -2.923870 0.0 0.0 0.0 0.10
H 3.220867 -4.366998 -1.572870 0.0 0.0 0.0 0.11
H 1.716788 -3.836472 0.312268 0.0 0.0 0.0 0.08
Cl -5.833707 -3.158887 0.150162 0.0 0.0 -0.1 0.58
C -6.059347 -2.516598 -1.477529 -0.1 -0.1 0.1 -0.72
C -5.094637 -1.677553 -1.992686 0.2 0.1 0.2 -0.34
C -5.325840 -1.226148 -3.280249 0.2 0.1 -0.2 -0.68
Cl -4.112651 -0.241682 -4.063542 -0.2 -0.1 0.0 0.69
C -6.466387 -1.549728 -4.009744 0.0 0.0 -0.1 -0.70
Cl -6.719167 -0.937878 -5.609657 0.0 0.0 0.1 0.64
C -7.419599 -2.391706 -3.441599 0.0 0.0 0.0 -0.71
Cl -8.845611 -2.818806 -4.323369 0.0 0.0 0.0 0.63
C -7.212821 -2.891811 -2.160907 0.0 -0.1 0.0 -0.71
Cl -8.384362 -3.957646 -1.455311 0.1 0.0 0.0 0.63
C -3.340392 -4.999831 -2.358768 0.0 0.1 0.1 -0.16
O -2.054312 -5.315697 -2.870492 0.0 -0.1 0.0 -0.30
C -1.640491 -4.751490 -4.039647 0.0 0.0 -0.1 -1.42
S -0.096815 -5.273872 -4.509065 0.0 0.0 0.0 0.39
S -2.634257 -3.647003 -4.827514 0.1 -0.1 0.0 0.51
H -3.480992 -5.662644 -1.506024 0.0 0.0 0.0 0.09
H -4.119498 -5.146172 -3.106300 0.0 0.0 0.0 0.06
H -3.384739 -3.959489 -2.027833 0.0 0.0 0.0 0.04
```
Positions in Å, forces in eV/Å.

frontier orbital gap = 0.2067 Eh
total charge = -2
energy = -11444.0931 Eh
E_HOMO = -2.16 eV
relative energy (zero: lowest compared OMol25 entry of this formula, charge and spin) = 1.4 kcal/mol